[1]
A gas-phase ion, C4H9N3 (charge +2). Source: OMol25; level of theory: wB97M-V/def2-TZVPD.

Structure (XYZ):
```
16
Properties=species:S:1:pos:R:3
C 0.60416 2.28397 0.40566
C -0.13308 1.12788 0.57006
N 0.23771 -0.05951 0.27104
C 1.70790 -0.41753 0.12796
N -0.65867 -0.94210 -0.07213
C -1.38583 -1.74664 -0.43501
N -2.29404 -2.49311 -0.93136
H -0.01896 3.19735 0.00995
H 0.89631 2.59587 1.43911
H 1.43381 1.90491 -0.09614
H -1.21495 1.30818 0.69945
H 1.84801 -1.38170 -0.33016
H 2.21248 0.36319 -0.56311
H 2.17622 -0.25236 1.07697
H -2.87978 -2.15805 -1.61638
H -2.53130 -3.33037 -0.55590
```

- LUMO energy (hartree) = -0.363
- net charge = +2
- multiplicity = 1
- ΔE to the lowest compared entry with this formula, charge and spin (kJ/mol) = 342.0
- energy (eV) = -8742.206
- orbital gap (eV) = 10.716
- SMILES string = C/C=[N+](\C)N=C=[NH2+]

Results of the Löwdin charge analysis, in e, for atoms 1 through 2: 0.03, -0.02



[2]
2 unconnected molecules or ions with the total composition C3H10OS2. Source: OMol25; level of theory: wB97M-V/def2-TZVPD.

Structure (XYZ):
```
16
Properties=species:S:1:pos:R:3
C -0.94577 0.38429 -0.50758
C -0.26669 0.91884 0.72332
C 0.79366 -0.01764 1.34914
S 1.01353 0.36052 3.19810
S -0.75001 -0.30821 4.11907
H -1.47584 1.21352 -1.00558
H -1.67812 -0.40174 -0.25770
H -0.20695 -0.03419 -1.21159
H 0.05834 1.97120 0.61218
H -1.12434 0.90359 1.42306
H 0.44820 -1.06310 1.46366
H 1.67304 -0.02551 0.67677
H -1.54597 0.68418 3.66727
O 1.24196 -1.24994 -5.02301
H 2.11798 -1.67077 -4.86888
H 0.64700 -1.66500 -4.35819
```

- LUMO energy (hartree) = 0.015
- multiplicity = 1
- ΔE to the lowest compared entry with this formula, charge and spin (kJ/mol) = 57.0
- energy (eV) = -26990.699
- orbital gap (eV) = 9.412
- SMILES string = CCCSS.O

Results of the Löwdin charge analysis, in e, for atoms 1 through 2: -0.13, -0.37



[3]
A molecular structure, C24H14BClF4N4O8RuS2. Source: OMol25; level of theory: wB97M-V/def2-TZVPD.

Structure (XYZ):
```
59
Properties=species:S:1:pos:R:3
Ru -0.71882 1.72505 0.09412
O -2.09379 2.26965 6.01704
C -1.15695 1.36170 5.92666
O -0.68218 0.81850 6.89648
C -0.67882 1.01336 4.55591
C 0.40296 0.17701 4.29297
Cl 1.32360 -0.64710 5.44018
N 0.56177 0.09078 2.94454
N -0.38338 0.83292 2.34823
C -1.12647 1.40795 3.27439
C -2.30578 2.25983 2.80368
O -3.00094 2.80458 3.66401
O -2.49091 2.26148 1.57063
C 1.46175 -0.63363 2.13233
C 1.13257 -0.80121 0.78624
C 1.95276 -1.53122 -0.04983
C 3.13086 -2.08296 0.42569
C 3.46937 -1.89356 1.75384
C 2.64642 -1.18108 2.61114
H -2.46802 2.57510 5.12327
H 0.21722 -0.34438 0.37974
H 1.66720 -1.66001 -1.08078
H 3.77569 -2.61088 -0.25981
H 4.38965 -2.30151 2.14024
H 2.93617 -1.04504 3.63665
O -3.55129 1.77771 -3.06972
C -2.97761 1.67751 -1.99996
O -2.22835 2.48140 -1.40265
C -3.24718 0.37052 -1.20525
C -4.48027 -0.25378 -1.32303
C -4.73007 -1.37091 -0.54663
C -3.73160 -1.82260 0.30572
C -2.52292 -1.15103 0.33719
N -2.28245 -0.07948 -0.41133
H -5.20226 0.15810 -2.01022
H -5.67623 -1.88646 -0.61595
H -3.88458 -2.67734 0.94447
H -1.71541 -1.48825 0.97524
F 0.76125 5.55640 1.06413
B 1.60135 4.49828 1.16286
F 0.75123 3.26804 0.90850
F 2.56656 4.48770 0.20804
F 2.10739 4.33361 2.41758
O 4.46390 -1.58869 -2.35608
S 3.81474 -0.69309 -3.27303
O 4.61889 -0.12167 -4.31036
N 2.96650 0.48604 -2.45422
C 1.70381 0.36911 -2.65683
S 0.56825 1.51849 -2.07432
C 1.26401 -0.74951 -3.52029
C -0.02157 -1.09290 -3.91744
C -0.17602 -2.17009 -4.77873
C 0.92013 -2.89042 -5.23387
C 2.20766 -2.54979 -4.83311
C 2.35164 -1.48176 -3.98041
H -0.87400 -0.52337 -3.57504
H -1.16813 -2.44413 -5.10834
H 0.77131 -3.72024 -5.90746
H 3.06937 -3.09272 -5.18700
```

- LUMO energy (alpha / beta) (hartree) = -0.018 / -0.017
- net charge = -1
- multiplicity = 2
- energy (eV) = -95784.346
- orbital gap (alpha / beta) (eV) = 6.710 / 6.635

Results of the Löwdin charge analysis, in e, for atoms 1 through 2: 1.28, 0.13



- What is the multiplicity in the second record?
  1